Entry 1:
A 21-piece molecular cluster, H43O21 overall, computed with ωB97M-V with the def2-TZVPD basis set.

```
64
Properties=species:S:1:pos:R:3:forces:R:3
O 3.3869 0.3397 -0.6070 0.0 0.6 0.3
H 3.6086 0.5234 0.3320 -0.3 -0.5 -0.5
H 3.1032 1.2017 -1.0078 0.3 -0.5 0.1
O 0.7030 -0.5302 -1.2163 1.0 0.9 -0.3
H 0.2817 0.3495 -1.2907 -0.3 -0.2 0.2
H 1.6655 -0.2900 -1.3576 -1.0 -0.7 0.3
O -0.5522 -2.2815 -2.5416 -1.3 1.8 1.5
H -0.8941 -2.9225 -1.7714 0.5 -0.3 -1.2
H 0.0101 -1.5602 -1.9647 0.2 -0.7 -0.8
O -2.2738 0.0540 0.3417 0.8 0.2 -0.5
H -3.0016 -0.0331 -2.5853 0.2 0.1 0.5
H -2.8735 -0.6397 0.6818 0.5 0.4 0.7
O -0.1981 2.2197 -1.2130 0.2 -0.4 0.3
H -1.0415 2.5521 -1.5474 -0.1 0.1 0.1
H -0.0013 2.6969 -0.3919 -0.9 -0.2 -0.2
O -3.1387 1.5758 -2.1156 -0.4 0.8 -0.2
H -3.8182 2.1364 -2.5272 0.4 -0.2 -0.2
H -3.3964 1.6893 -1.1704 0.1 -0.3 0.2
O -2.8659 -1.0115 -2.4901 -0.2 0.0 -0.9
H -1.3762 -1.7046 -2.6807 0.5 -0.5 0.0
H -3.2022 -1.3812 -3.3186 -0.3 -0.1 0.1
O -3.8352 -2.0328 -0.1589 0.6 -1.7 -2.7
H -3.5707 -2.9509 -0.2889 0.2 0.1 -0.6
H -3.6760 -1.4587 -0.9408 0.2 -1.0 -0.1
O 4.1689 0.0557 1.9658 -0.1 0.3 -0.2
H 3.8628 -0.7493 2.4139 0.1 0.0 0.1
H 5.0747 -0.0173 1.6560 0.2 -0.4 0.3
O 2.7579 -2.0556 3.3999 0.0 0.7 -0.6
H 2.4019 -2.1127 4.2937 0.3 -0.3 -0.1
H 3.1899 -2.8690 3.1315 -0.2 -0.4 0.5
O -0.3172 -2.8585 1.2985 -0.2 0.5 0.2
H 0.4411 -2.3058 1.5253 0.3 -0.2 -0.1
H -1.0481 -2.2302 1.3790 -0.1 -0.1 0.1
O 1.5052 3.8509 1.2663 1.0 -0.2 0.4
H 1.5719 4.1252 2.1935 -0.5 0.1 0.0
H 2.4147 3.5192 1.1897 -0.1 -0.1 -0.5
O 1.1849 -3.8186 -1.7975 -0.2 -0.6 0.9
H 1.9001 -3.1995 -1.6107 0.4 -0.3 -0.6
H 1.4214 -4.3752 -2.5391 0.5 0.2 -0.1
O -4.3500 -0.9743 1.7005 -1.4 1.5 1.9
H -5.1906 -0.5187 1.5521 0.1 0.2 0.6
H -4.3698 -1.6177 0.9621 -0.2 0.0 0.7
O 2.3476 2.4760 -1.6185 -1.3 1.1 -0.1
H 1.3735 2.6062 -1.4061 1.3 -0.6 -0.6
H 2.4109 3.0291 -2.4069 0.6 -0.1 0.0
O 0.8225 1.2433 2.7289 -0.5 -0.2 -0.4
H -1.5623 0.2707 0.9590 -0.4 -0.3 0.1
O 3.3275 -2.0641 -1.9164 0.6 0.9 0.6
H 3.2803 -1.5753 -1.0723 -0.2 -0.3 -0.1
H 4.0046 -1.4824 -2.3025 -0.2 -0.5 -0.5
O 3.1207 2.4080 3.0128 0.2 -0.4 -0.1
H 2.4904 1.8758 3.5383 0.4 0.5 -0.2
H 3.4955 1.7098 2.4374 0.2 0.3 0.6
O -4.1160 2.0443 0.4112 -1.0 -0.3 -0.7
H -3.6031 2.8328 0.5977 0.4 -0.3 0.6
H -3.7473 1.1965 0.7350 0.5 1.0 0.3
O -0.8552 4.4274 0.3187 0.5 0.0 -0.1
H 0.0651 4.1252 0.4991 -0.6 0.5 0.4
H -0.6848 5.3579 0.1329 -0.4 0.1 -0.1
O -1.4369 -3.9997 -0.8526 0.3 0.0 0.8
H -0.9277 -4.8176 -0.9509 -0.2 -0.1 -0.6
H -0.9479 -3.6536 -0.0638 -0.3 0.2 0.0
H 1.2768 1.6997 1.9977 -0.3 -0.1 0.4
H 0.2028 1.8999 3.0708 0.0 -0.1 -0.1
```
Forces are in eV/Å.

Calculated values
E_LUMO   -2.3956 eV
Net charge   +1
HOMO level   -12.97 eV
ΔE to the lowest compared entry with this formula, charge and spin   146.30 kJ/mol
Max |F|   0.0627 Eh/bohr

Atomic partial charges in e from the Löwdin method, atoms 1 to 6: number 1, O, carries -0.10; number 2, H, carries 0.02; number 3, H, carries 0.00; number 4, O, carries -0.02; number 5, H, carries 0.05; number 6, H, carries 0.07

Entry 2:
A 2-piece molecular cluster, C6H6ClFN3 overall, computed with ωB97M-V with the def2-TZVPD basis set.

```
17
Properties=species:S:1:pos:R:3:forces:R:3
C 0.6793 2.1174 -0.7652 1.2 0.9 -2.7
C 0.3864 1.6123 0.4730 0.3 -1.2 2.0
C -0.3529 0.1487 -1.6610 0.5 0.6 1.8
C 0.2563 1.3723 -1.8736 -1.6 -1.9 0.5
C -0.0986 0.2727 0.5522 0.6 3.4 -1.2
C -0.5386 -3.0674 0.3647 -0.4 -0.9 -0.5
N -0.7812 -2.8147 1.4508 0.0 0.3 1.2
N -0.4580 -0.4398 -0.4486 -0.4 -0.4 -1.9
N -0.0845 -0.3208 1.8272 2.4 -2.2 3.4
F 0.2305 1.6585 -3.1853 1.0 1.2 0.8
Cl -0.3981 -3.6566 -1.1167 0.3 -0.1 -0.8
H 1.3530 2.9288 -1.1183 -0.9 0.2 1.4
H 0.5945 2.0639 1.4857 0.2 0.1 -1.6
H -0.7468 -0.2848 -2.5206 -0.6 -1.3 -1.1
H -0.7349 -1.1574 1.9710 0.4 0.6 -0.5
H 0.9444 -0.8160 1.9847 -3.1 1.6 -0.1
H -0.2506 0.3829 2.5799 0.4 -0.7 -0.6
```
Forces are in eV/Å.

Calculated values
E_LUMO   -3.7045 eV
Net charge   +1
HOMO level   -13.83 eV
ΔE to the lowest compared entry with this formula, charge and spin   94.12 kJ/mol
Max |F|   0.0911 Eh/bohr

Atomic partial charges in e from the Löwdin method, atoms 1 to 6: number 1, C, carries 0.04; number 2, C, carries 0.02; number 3, C, carries -0.01; number 4, C, carries -0.22; number 5, C, carries -0.38; number 6, C, carries -0.80

Entry 3:
C15H24N2O in the gas phase, computed with ωB97M-V with the def2-TZVPD basis set.

```
42
Properties=species:S:1:pos:R:3:forces:R:3
C 0.1152 4.7286 0.2470 -0.2 -0.2 0.0
C -0.3784 3.2907 0.1425 0.3 0.1 -0.1
C 0.7771 2.2946 0.1080 -0.5 -0.2 0.0
C 0.2713 0.8543 -0.0108 0.2 0.4 0.0
N 1.3659 -0.0914 0.0857 0.0 0.0 -0.1
C 2.0795 -0.3008 -1.1579 0.3 0.0 0.1
C 3.4069 -1.0114 -0.8681 -0.2 0.1 -0.3
N 3.2337 -2.2428 -0.1222 0.0 -0.3 -0.2
C 2.4674 -1.9891 1.0807 -0.3 0.0 0.2
C 1.1038 -1.3173 0.8138 0.2 -0.4 0.1
C 0.1321 -2.3297 0.1462 0.2 0.3 0.2
C -1.2726 -1.8185 0.0293 0.0 -0.2 -0.1
C -2.0522 -1.6359 1.1650 0.0 0.0 -0.2
C -3.3400 -1.1424 1.0743 -0.1 0.1 0.0
C -3.8796 -0.8261 -0.1662 0.3 -0.1 0.1
O -5.1428 -0.3350 -0.3051 -0.2 0.1 0.0
C -3.1157 -1.0203 -1.3115 -0.3 0.1 0.1
C -1.8300 -1.5113 -1.2065 0.0 -0.1 0.2
H 0.7023 4.8643 1.1526 0.1 0.1 0.1
H -0.7231 5.4211 0.2733 0.0 0.1 0.0
H 0.7412 4.9799 -0.6065 0.1 0.1 -0.1
H -0.9791 3.1764 -0.7630 -0.1 0.0 0.0
H -1.0235 3.0649 0.9948 -0.1 0.0 0.0
H 1.4299 2.5310 -0.7340 0.1 0.0 0.0
H 1.3696 2.3805 1.0204 0.1 0.0 0.0
H -0.2922 0.7399 -0.9497 0.0 0.0 0.1
H -0.4226 0.6636 0.8108 0.0 0.0 -0.1
H 2.2833 0.6727 -1.6067 0.0 0.0 -0.1
H 1.4899 -0.8862 -1.8879 0.0 0.0 0.0
H 3.9301 -1.2326 -1.8009 0.0 0.1 0.0
H 4.0334 -0.3525 -0.2605 0.0 0.1 -0.1
H 2.7490 -2.9265 -0.6976 0.1 0.0 0.0
H 2.3285 -2.9319 1.6141 0.0 0.0 0.1
H 3.0649 -1.3189 1.7052 -0.1 0.0 0.1
H 0.6731 -1.0262 1.7790 0.0 0.0 0.0
H 0.1363 -3.2310 0.7652 0.0 -0.1 -0.1
H 0.5026 -2.6011 -0.8437 0.0 -0.1 0.0
H -1.6480 -1.8844 2.1361 0.0 0.0 0.1
H -3.9328 -1.0042 1.9697 -0.1 0.0 0.1
H -5.5577 -0.2551 0.5620 0.1 0.0 -0.1
H -3.5471 -0.7815 -2.2706 -0.1 0.0 -0.1
H -1.2493 -1.6582 -2.1065 0.1 0.0 -0.1
```
Forces are in eV/Å.

Calculated values
E_LUMO   0.7637 eV
HOMO level   -7.87 eV
ΔE to the lowest compared entry with this formula, charge and spin   113.04 kJ/mol
Max |F|   0.0100 Eh/bohr

Atomic partial charges in e from the Löwdin method, atoms 1 to 6: number 1, C, carries -0.12; number 2, C, carries -0.28; number 3, C, carries -0.20; number 4, C, carries -0.20; number 5, N, carries -0.13; number 6, C, carries -0.18

Entry 4:
A 2-piece molecular cluster, C4H4F2O2 overall, computed with ωB97M-V with the def2-TZVPD basis set.

```
12
Properties=species:S:1:pos:R:3:forces:R:3
C 2.1829 -0.0238 -0.1212 0.2 1.8 -0.9
C 0.1553 0.8237 0.9247 -0.7 0.5 0.4
C -1.4856 -0.7138 -0.6169 -1.5 1.4 0.5
C -0.7474 0.5462 -0.1845 -1.3 2.1 -2.2
O 3.1030 0.6950 -0.2404 -0.5 -1.0 0.2
O 0.6158 1.8943 1.2519 -0.7 -1.9 -0.2
F 2.0741 -1.2848 0.1206 0.6 -1.2 0.0
F 0.3235 -0.3440 1.6929 0.0 1.1 -0.1
H -0.9916 -1.4925 -0.1247 0.4 -1.7 0.5
H -1.5818 -0.9212 -1.7119 0.5 0.6 0.9
H -2.5953 -0.6964 -0.2316 2.0 0.2 -0.5
H -1.0529 1.5174 -0.7590 0.9 -1.8 1.2
```
Forces are in eV/Å.

Calculated values
E_LUMO (alpha / beta)   -1.5413 / -1.2298 eV
HOMO level (alpha / beta)   -9.70 / -9.64 eV
ΔE to the lowest compared entry with this formula, charge and spin   344.28 kJ/mol
Max |F|   0.0636 Eh/bohr

Atomic partial charges in e from the Löwdin method, atoms 1 to 6: number 1, C, carries -0.28; number 2, C, carries -0.52; number 3, C, carries -0.09; number 4, C, carries 0.01; number 5, O, carries 0.19; number 6, O, carries 0.11

Entry 5:
C5H8O in the gas phase, computed with ωB97M-V with the def2-TZVPD basis set.

```
14
Properties=species:S:1:pos:R:3:forces:R:3
C 1.1386 1.3338 -0.2327 0.1 0.0 0.1
C 0.5051 0.3384 -1.2105 0.0 0.0 -0.1
C 0.0703 -0.9097 -0.5662 0.0 -0.4 0.2
C -0.1175 -2.0075 0.0209 0.1 0.5 -0.4
C -1.2785 -0.9086 0.6481 -0.5 0.2 0.0
O -0.9155 -0.5585 1.9427 0.1 -0.2 0.2
H 1.9799 0.8686 0.2871 -0.1 0.1 -0.1
H 1.5043 2.2102 -0.7757 -0.1 -0.1 0.1
H 0.4258 1.6690 0.5280 0.1 -0.1 -0.2
H -0.3304 0.7997 -1.7514 0.1 -0.1 0.1
H 1.2343 0.0292 -1.9675 -0.1 0.1 0.0
H -2.1542 -1.5599 0.5867 0.2 0.0 0.0
H -1.5762 0.0291 0.1606 0.0 -0.1 0.0
H -0.4861 -1.3338 2.3300 -0.1 0.1 0.0
```
Forces are in eV/Å.

Calculated values
E_LUMO   0.9378 eV
HOMO level   -9.80 eV
ΔE to the lowest compared entry with this formula, charge and spin   409.54 kJ/mol
Max |F|   0.0118 Eh/bohr

Atomic partial charges in e from the Löwdin method, atoms 1 to 6: number 1, C, carries -0.09; number 2, C, carries -0.23; number 3, C, carries -0.18; number 4, C, carries 0.06; number 5, C, carries -0.31; number 6, O, carries -0.05

Entry 6:
A 4-piece molecular cluster, C28H50BF7N4O7PSi overall, computed with ωB97M-V with the def2-TZVPD basis set.

```
99
Properties=species:S:1:pos:R:3:forces:R:3
C -2.9595 -0.6262 3.9334 -0.7 -0.2 -0.6
C -2.1558 -0.0883 2.7044 0.5 0.9 1.5
N -0.8938 -0.7606 2.4278 -0.5 -0.6 -0.5
B -0.9832 -1.9225 1.4712 0.2 0.1 -0.9
C -2.0177 -3.1905 1.7930 0.9 -0.1 -0.2
F -3.3515 -2.8558 1.7276 0.5 0.2 0.5
F -1.8403 -4.1223 0.7870 -0.2 0.0 0.3
C -1.7567 -3.9783 3.1304 -0.6 -1.1 -1.1
F -1.2568 -5.2117 2.8688 0.0 0.3 0.2
F -0.8694 -3.3985 3.9459 -0.5 0.2 0.1
F -2.9288 -4.2006 3.7689 0.5 0.3 0.5
O 0.3105 -2.5391 1.0800 0.0 -0.6 -0.3
C 0.7988 -1.8625 -0.0245 -0.5 0.1 0.5
O 1.5779 -0.8029 0.5079 0.5 0.1 -1.6
C 2.9673 -1.0942 0.5402 0.4 -0.5 0.6
C 3.3557 -1.9816 1.7494 -0.4 0.0 -0.3
C -0.5027 -1.4232 -0.8209 0.5 -0.7 0.4
P -1.0981 -2.7739 -2.0541 -1.1 0.1 0.7
O -2.5500 -3.0348 -1.8942 -0.1 -0.3 -0.1
C -0.4190 -0.1434 -1.6667 -0.4 0.0 2.0
F -1.6523 0.0061 -2.2786 0.4 -0.1 -0.5
F 0.5181 -0.3631 -2.6470 -0.1 0.2 0.0
C -0.1709 1.1317 -0.8816 0.1 1.3 -1.4
C -0.0025 2.3051 -1.9017 0.2 -0.2 0.3
Si 0.5290 3.9179 -1.0923 -0.4 0.5 -0.7
C -0.8490 4.6144 0.0082 0.4 0.0 0.7
C 0.8936 5.2008 -2.4481 0.8 0.0 -0.1
C 2.1068 3.6475 -0.0671 -1.1 0.3 -0.4
C 2.3746 4.4414 1.0429 -0.1 -0.5 -0.3
C 3.5154 4.1807 1.7752 -0.4 1.3 0.8
C 4.3900 3.1866 1.4182 0.8 -0.3 0.5
C 4.1457 2.4016 0.3100 0.3 0.1 0.2
C 3.0002 2.6552 -0.4184 0.4 -0.9 -0.7
O -1.4712 -1.4378 0.1434 -0.9 1.1 -0.4
H -2.4671 -1.4539 4.4550 0.1 0.2 -0.1
H -3.9154 -1.0272 3.5639 0.2 0.0 0.3
H -3.2094 0.1524 4.6664 0.2 -0.1 -0.2
H -1.9078 0.9638 2.9489 -0.2 -0.2 -0.2
H -2.8187 -0.0407 1.8360 0.4 -0.3 -0.1
H -0.3811 -0.9743 3.2740 -0.1 0.1 0.0
H 1.3627 -2.4949 -0.7358 0.5 0.0 0.7
H 3.2795 -1.6488 -0.3573 -0.1 0.4 -0.1
H 3.5042 -0.1421 0.5835 -0.2 -0.2 -0.1
H 2.6710 -1.8001 2.5849 0.2 0.0 -0.1
H 3.2556 -3.0308 1.4449 0.0 0.1 0.3
H 4.3909 -1.7987 2.0445 -0.2 0.0 0.0
H -0.3119 -3.9285 -1.7719 0.2 0.3 -0.4
H -0.9128 -2.3541 -3.3922 0.8 -0.2 0.2
H -1.0719 1.3551 -0.3000 0.3 -0.4 0.2
H 0.7160 1.0903 -0.2484 -0.3 -0.4 0.0
H 0.7509 2.0488 -2.6637 -0.1 0.0 0.2
H -0.9323 2.4708 -2.4604 0.2 0.1 0.1
H -1.0134 5.6865 -0.1564 0.0 -0.2 -0.2
H -1.8054 4.0898 -0.0786 0.2 0.1 -0.1
H -0.5317 4.5159 1.0595 -0.2 0.0 -0.2
H 0.3530 6.1423 -2.3120 -0.1 -0.3 0.0
H 0.6700 4.8229 -3.4528 -0.2 0.0 0.3
H 1.9678 5.4532 -2.4627 -0.2 -0.1 0.1
H 1.6664 5.2190 1.3174 0.2 0.0 0.2
H 3.6981 4.8104 2.6464 0.2 -0.2 -0.1
H 5.2730 3.0217 2.0343 -0.1 0.0 -0.1
H 4.8460 1.6135 0.0437 -0.2 0.1 -0.1
H 2.8336 2.0206 -1.2910 -0.2 0.2 0.1
C 7.0110 -1.9408 0.6230 0.0 -0.1 0.0
O 5.9770 -1.3928 0.3041 0.2 0.2 -0.1
N 8.1610 -1.3004 0.9275 0.1 -0.2 0.0
C 9.3643 -2.0132 1.3030 -0.1 0.3 0.0
C 8.1842 0.1511 0.8748 -0.2 -0.1 -0.1
H 7.0937 -3.0391 0.6926 0.0 0.0 0.0
H 9.6726 -1.7100 2.3063 0.1 -0.1 0.0
H 10.1645 -1.7800 0.5966 0.1 -0.1 0.1
H 9.1884 -3.0872 1.2965 -0.1 0.0 0.0
H 7.4427 0.5544 1.5662 0.0 0.1 0.0
H 7.9316 0.4850 -0.1328 0.0 0.1 0.0
H 9.1720 0.5184 1.1440 0.0 -0.1 0.0
C -3.0730 5.3860 -3.4650 0.0 0.0 0.0
O -1.8849 5.2149 -3.2647 -0.3 -0.1 0.0
N -4.0518 4.5176 -3.1420 -0.1 0.2 -0.1
C -5.4464 4.7990 -3.4139 0.2 -0.2 0.1
C -3.7001 3.2574 -2.5022 0.2 0.1 -0.1
H -3.4542 6.3027 -3.9486 0.0 0.0 0.0
H -6.0090 4.7995 -2.4778 -0.1 0.0 -0.1
H -5.8526 4.0308 -4.0754 -0.1 0.1 0.0
H -5.5533 5.7712 -3.8922 0.1 0.0 0.0
H -3.1842 3.4551 -1.5639 0.0 -0.1 0.0
H -3.0305 2.6916 -3.1502 0.0 -0.1 0.1
H -4.5964 2.6735 -2.3088 0.0 0.1 0.0
C -7.1945 -4.7520 -0.0717 -0.1 0.0 0.0
O -8.2625 -5.2573 -0.3947 0.1 0.0 0.0
N -5.9878 -5.1875 -0.4519 0.1 0.1 0.1
C -4.7494 -4.5348 -0.0285 -0.3 -0.4 -0.4
C -5.9086 -6.3484 -1.3150 -0.2 0.1 0.1
H -7.1451 -3.8657 0.5819 0.0 0.0 0.0
H -4.2011 -4.1901 -0.9039 0.2 0.1 0.1
H -4.1374 -5.2496 0.5226 0.1 0.1 0.1
H -4.9648 -3.6870 0.6086 -0.1 0.0 0.0
H -6.4446 -6.1518 -2.2455 0.0 -0.1 0.0
H -6.3766 -7.2042 -0.8237 0.0 -0.1 -0.1
H -4.8682 -6.5761 -1.5341 0.0 0.1 0.0
```
Forces are in eV/Å.

Calculated values
E_LUMO   1.9210 eV
Net charge   -1
HOMO level   -4.94 eV
ΔE to the lowest compared entry with this formula, charge and spin   0.00 kJ/mol
Max |F|   0.0393 Eh/bohr

Atomic partial charges in e from the Löwdin method, atoms 1 to 6: number 1, C, carries -0.09; number 2, C, carries -0.27; number 3, N, carries 0.09; number 4, B, carries -0.81; number 5, C, carries -0.24; number 6, F, carries 0.06